Entry 1:
{"formula": "H18O9", "method": "wB97M-V/def2-TZVPD", "molar_mass_da": 162.14, "e_tot_ha": -687.6384, "lumo_ev": -0.06, "e_homo_ev": -9.666, "homo_lumo_gap_ev": 9.61, "species": ["O", "H", "H", "O", "H", "H", "O", "H", "H", "O", "H", "H", "O", "H", "H", "O", "H", "H", "O", "H", "H", "O", "H", "H", "O", "H", "H"], "coordinates": [[0.533131, 0.308413, 2.294650], [0.401071, 0.864923, 1.527130], [0.579081, 0.920043, 3.029520], [0.258011, 0.933793, -0.165930], [1.115631, 0.526543, -0.287880], [-0.339729, 0.198503, -0.030620], [0.758661, 2.912743, -1.829460], [0.704131, 1.965133, -1.705850], [0.674111, 3.036713, -2.774830], [1.681711, -0.685197, -0.273260], [2.546341, -0.279857, -0.339240], [1.776511, -1.526757, -0.719390], [0.193461, -2.117007, -0.855720], [-0.010129, -1.397727, -0.257880], [0.615921, -2.775337, -0.304030], [-1.696209, 1.974543, -0.588270], [-0.975909, 1.817363, 0.022220], [-1.876899, 2.911283, -0.510170], [-2.220429, -1.153937, -1.275850], [-3.046219, -0.671807, -1.232930], [-1.724979, -0.849487, -0.515540], [0.868621, -1.782737, 1.536770], [1.044191, -1.230567, 0.774850], [1.657381, -1.708317, 2.073950], [-1.080519, -0.634997, 0.435170], [-1.062209, -1.503567, 0.837010], [-1.374739, -0.052687, 1.135590]], "atomic_forces_ev_per_a": [[-0.2210, 1.1923, 2.0468], [0.2945, 0.6953, -0.7788], [0.0277, 0.2820, 0.3594], [2.1334, 4.5355, -0.4135], [-0.9267, 1.1421, -0.1975], [1.3683, 0.8565, -1.4161], [0.5580, 0.6109, -0.3553], [-0.5206, -0.2502, 0.3145], [-0.0319, 0.1585, -0.2211], [6.5972, 0.0824, -2.1184], [0.8742, 0.3281, 0.4405], [-0.2709, -0.3977, -1.0333], [-0.7453, -2.5702, -1.9543], [0.2606, -1.1920, -1.4859], [-0.3749, -0.5944, 0.3846], [-2.3267, 0.6473, 0.1055], [0.3803, 0.7184, -0.3793], [-0.2035, 0.2290, -0.1426], [-2.7152, -1.3460, -3.6170], [-0.2203, 0.1345, -0.3126], [-1.9381, -0.0227, -2.2408], [-0.3980, -3.8399, 1.7809], [0.7638, 0.2204, 1.6063], [-0.1918, 0.1010, 0.2905], [-1.7920, -1.3102, 7.7091], [-0.0885, -0.8406, 0.8388], [-0.2924, 0.4294, 0.7895]]}



Entry 2:
{"formula": "H18O9", "method": "wB97M-V/def2-TZVPD", "molar_mass_da": 162.13, "e_tot_ha": -687.9712, "lumo_ev": 0.36, "smiles": "O.O.O.O.O.O.O.O.O", "e_homo_ev": -10.874, "homo_lumo_gap_ev": 11.24, "species": ["O", "H", "H", "O", "H", "H", "O", "H", "H", "O", "H", "H", "O", "H", "H", "O", "H", "H", "O", "H", "H", "O", "H", "H", "O", "H", "H"], "coordinates": [[-1.226555, 0.387852, 1.889439], [-0.307576, 0.385707, 2.336852], [-1.177554, -0.485631, 1.333345], [-2.212152, -1.826385, -1.786036], [-1.663440, -1.989371, -1.004053], [-3.074248, -1.422629, -1.242268], [-0.606879, 0.318582, -2.466323], [-1.012237, 0.816279, -1.717813], [-1.081515, -0.545061, -2.455110], [-1.008617, -2.041232, 0.606184], [0.026424, -1.934383, 0.403227], [-0.957114, -2.688572, 1.453357], [1.507120, -1.559908, 0.519424], [1.745715, -0.868338, -0.188830], [1.528882, -1.038312, 1.386197], [1.679375, 0.256268, -1.536253], [2.454266, 0.293621, -2.186931], [0.764025, 0.254454, -1.964697], [1.538171, 2.080677, 0.546310], [0.629648, 2.508412, 0.395283], [1.617321, 1.523466, -0.332625], [-1.088441, 2.062281, -0.250557], [-1.387041, 1.696613, 0.641100], [-1.656102, 2.875519, -0.398397], [1.404531, 0.235592, 2.328913], [2.135863, 0.285119, 3.030891], [1.522265, 1.023279, 1.701660]], "atomic_forces_ev_per_a": [[1.5293, -1.4632, -0.3278], [-1.8806, 0.0716, -0.8260], [-0.2782, 1.6747, 1.1829], [-3.7055, 1.8207, 1.9685], [0.2421, -0.4910, 0.3219], [3.2666, -1.5517, -2.4619], [-0.8168, -0.0008, 0.3787], [0.1928, -0.0861, -0.4583], [-0.0685, 0.3493, 0.0077], [1.6838, -2.2857, 2.8372], [-1.0697, 0.0662, 0.4390], [-0.4317, 2.1837, -3.0821], [0.4994, 1.0806, -0.4278], [-0.4579, -1.1991, 0.9347], [0.0364, -0.4679, -1.2190], [2.5560, 0.2348, -0.5677], [-2.1031, -0.0779, 1.2309], [0.2614, -0.0928, -0.6020], [-1.2734, -0.1284, -2.2204], [1.5966, -0.9329, 0.3345], [0.0311, 1.0086, 1.8403], [-1.6824, 1.5486, 0.5962], [0.5333, -0.2209, -0.7499], [0.9652, -1.4499, 0.1519], [2.0362, 0.4663, 2.2620], [-1.6937, 0.0304, -1.5640], [0.0312, -0.0875, 0.0208]]}



Entry 3:
{"formula": "H18O9", "method": "wB97M-V/def2-TZVPD", "molar_mass_da": 162.14, "e_tot_ha": -687.9337, "lumo_ev": -0.40, "smiles": "O.O.O.O.O.O.O.O.O", "e_homo_ev": -9.926, "homo_lumo_gap_ev": 9.52, "species": ["O", "H", "H", "O", "H", "H", "O", "H", "H", "O", "H", "H", "O", "H", "H", "O", "H", "H", "O", "H", "H", "O", "H", "H", "O", "H", "H"], "coordinates": [[1.973439, 2.721567, 0.266139], [1.953399, 3.036209, -0.644354], [1.219246, 2.101203, 0.322725], [2.869409, -1.165566, -2.162484], [2.590539, -0.681113, -2.946879], [2.950749, -2.081424, -2.454645], [-1.305163, -3.469185, -0.235291], [-1.697137, -2.617722, -0.454280], [-1.968005, -3.910797, 0.306628], [-2.140829, 2.800188, 1.679369], [-2.028765, 2.331677, 0.843000], [-2.402197, 3.691434, 1.421525], [-1.009993, 0.837466, -3.998026], [-0.367285, 0.736190, -4.708914], [-0.510065, 0.676803, -3.189333], [-1.025317, -2.272678, 3.280112], [-1.458685, -1.556141, 2.773619], [-1.578330, -3.047586, 3.144757], [0.503974, 0.277531, -0.000694], [0.433262, -0.437417, -0.644765], [-0.171607, 0.078035, 0.666483], [-2.029768, -0.100500, 1.822923], [-2.068192, 0.721375, 2.343155], [-2.780091, -0.042485, 1.219191], [3.638455, 0.426371, 0.719637], [3.176330, 1.232191, 0.415283], [3.232616, -0.285619, 0.215127]], "atomic_forces_ev_per_a": [[-0.4825, -0.0882, -0.1174], [0.0203, 0.0294, 0.0832], [0.5225, 0.1727, -0.1026], [-0.2329, -0.0659, -0.0757], [0.1360, -0.0276, 0.0394], [0.0139, 0.0900, 0.0738], [-0.1025, 0.0675, -0.0376], [-0.0048, -0.0788, 0.0164], [0.0901, 0.0060, -0.0362], [-0.0965, -0.1579, -0.2522], [0.1173, 0.1787, 0.0201], [0.0352, -0.0376, 0.1473], [0.1475, -0.0643, 0.0819], [-0.0906, 0.0236, 0.0357], [-0.0495, 0.0629, -0.0750], [-0.2682, 0.2706, -0.1984], [0.2622, -0.4871, 0.3009], [0.0653, 0.0284, 0.0409], [-0.5809, -0.0261, -0.0855], [0.2675, 0.0062, 0.1412], [0.1094, -0.0986, 0.0257], [-0.0343, 0.4791, -0.1961], [-0.0021, -0.1796, -0.0804], [-0.0066, -0.0519, 0.1697], [-0.0488, 0.2652, -0.1937], [0.1970, -0.3501, 0.3052], [0.0160, 0.0332, -0.0306]]}



Entry 4:
{"formula": "H18O9", "method": "wB97M-V/def2-TZVPD", "molar_mass_da": 162.14, "e_tot_ha": -687.9099, "lumo_ev": 0.14, "smiles": "O.O.O.O.O.O.O.O.O", "e_homo_ev": -11.379, "homo_lumo_gap_ev": 11.52, "species": ["O", "H", "H", "O", "H", "H", "O", "H", "H", "O", "H", "H", "O", "H", "H", "O", "H", "H", "O", "H", "H", "O", "H", "H", "O", "H", "H"], "coordinates": [[-0.790854, 1.857136, 4.245168], [-0.261904, 1.841066, 5.042788], [-1.675654, 2.061146, 4.548048], [5.992396, 1.177686, 2.395548], [5.875636, 0.590866, 1.648398], [6.901986, 1.468976, 2.332078], [1.614336, -1.013434, -4.778852], [0.748396, -0.618424, -4.677092], [2.030946, -0.901834, -3.924322], [1.093106, -0.075044, 0.428188], [0.189596, -0.217144, 0.710518], [1.508346, 0.369576, 1.167188], [-1.128924, -2.834804, 4.387258], [-1.600164, -2.588044, 5.183038], [-0.904694, -2.001534, 3.972988], [-0.483734, 4.802996, -0.580962], [-1.414314, 4.586806, -0.640302], [-0.039694, 4.072306, -1.011242], [-2.815904, 1.257766, -4.668452], [-3.556044, 1.678796, -5.105662], [-3.209574, 0.774316, -3.942142], [2.790646, -4.524124, -0.969112], [3.386496, -4.564374, -1.717162], [2.580436, -3.594604, -0.879492], [-5.308544, -0.989104, -1.182642], [-5.312294, -1.916134, -0.944272], [-6.210014, -0.700844, -1.039502]], "atomic_forces_ev_per_a": [[0.0590, -0.1567, -0.2284], [0.1984, 0.0213, 0.1881], [-0.2458, 0.0866, 0.0257], [-0.1705, 0.0550, 0.1567], [-0.0641, -0.1642, -0.1811], [0.2262, 0.1039, 0.0228], [0.1320, -0.1326, -0.1776], [-0.2659, 0.1183, -0.0262], [0.1142, 0.0360, 0.2098], [0.1220, -0.1109, -0.2644], [-0.2458, -0.0327, 0.0506], [0.1302, 0.1559, 0.1976], [0.0277, -0.2129, -0.0733], [-0.1194, 0.0192, 0.2101], [0.0894, 0.2189, -0.1314], [0.0804, 0.2039, 0.1079], [-0.2350, -0.0261, -0.0053], [0.1576, -0.1857, -0.1072], [0.2580, 0.0268, -0.0401], [-0.1514, 0.1164, -0.1497], [-0.1027, -0.1742, 0.2289], [-0.0435, -0.1775, 0.1272], [0.1404, -0.0611, -0.1988], [-0.1109, 0.2537, 0.0799], [0.1881, 0.1650, -0.0983], [0.0558, -0.2562, 0.0483], [-0.2244, 0.1098, 0.0281]]}



Repeat the third record exactly.
{"formula": "H18O9", "method": "wB97M-V/def2-TZVPD", "molar_mass_da": 162.14, "e_tot_ha": -687.9337, "lumo_ev": -0.40, "smiles": "O.O.O.O.O.O.O.O.O", "e_homo_ev": -9.926, "homo_lumo_gap_ev": 9.52, "species": ["O", "H", "H", "O", "H", "H", "O", "H", "H", "O", "H", "H", "O", "H", "H", "O", "H", "H", "O", "H", "H", "O", "H", "H", "O", "H", "H"], "coordinates": [[1.973439, 2.721567, 0.266139], [1.953399, 3.036209, -0.644354], [1.219246, 2.101203, 0.322725], [2.869409, -1.165566, -2.162484], [2.590539, -0.681113, -2.946879], [2.950749, -2.081424, -2.454645], [-1.305163, -3.469185, -0.235291], [-1.697137, -2.617722, -0.454280], [-1.968005, -3.910797, 0.306628], [-2.140829, 2.800188, 1.679369], [-2.028765, 2.331677, 0.843000], [-2.402197, 3.691434, 1.421525], [-1.009993, 0.837466, -3.998026], [-0.367285, 0.736190, -4.708914], [-0.510065, 0.676803, -3.189333], [-1.025317, -2.272678, 3.280112], [-1.458685, -1.556141, 2.773619], [-1.578330, -3.047586, 3.144757], [0.503974, 0.277531, -0.000694], [0.433262, -0.437417, -0.644765], [-0.171607, 0.078035, 0.666483], [-2.029768, -0.100500, 1.822923], [-2.068192, 0.721375, 2.343155], [-2.780091, -0.042485, 1.219191], [3.638455, 0.426371, 0.719637], [3.176330, 1.232191, 0.415283], [3.232616, -0.285619, 0.215127]], "atomic_forces_ev_per_a": [[-0.4825, -0.0882, -0.1174], [0.0203, 0.0294, 0.0832], [0.5225, 0.1727, -0.1026], [-0.2329, -0.0659, -0.0757], [0.1360, -0.0276, 0.0394], [0.0139, 0.0900, 0.0738], [-0.1025, 0.0675, -0.0376], [-0.0048, -0.0788, 0.0164], [0.0901, 0.0060, -0.0362], [-0.0965, -0.1579, -0.2522], [0.1173, 0.1787, 0.0201], [0.0352, -0.0376, 0.1473], [0.1475, -0.0643, 0.0819], [-0.0906, 0.0236, 0.0357], [-0.0495, 0.0629, -0.0750], [-0.2682, 0.2706, -0.1984], [0.2622, -0.4871, 0.3009], [0.0653, 0.0284, 0.0409], [-0.5809, -0.0261, -0.0855], [0.2675, 0.0062, 0.1412], [0.1094, -0.0986, 0.0257], [-0.0343, 0.4791, -0.1961], [-0.0021, -0.1796, -0.0804], [-0.0066, -0.0519, 0.1697], [-0.0488, 0.2652, -0.1937], [0.1970, -0.3501, 0.3052], [0.0160, 0.0332, -0.0306]]}



Please write out number 2 again, unchanged.
{"formula": "H18O9", "method": "wB97M-V/def2-TZVPD", "molar_mass_da": 162.13, "e_tot_ha": -687.9712, "lumo_ev": 0.36, "smiles": "O.O.O.O.O.O.O.O.O", "e_homo_ev": -10.874, "homo_lumo_gap_ev": 11.24, "species": ["O", "H", "H", "O", "H", "H", "O", "H", "H", "O", "H", "H", "O", "H", "H", "O", "H", "H", "O", "H", "H", "O", "H", "H", "O", "H", "H"], "coordinates": [[-1.226555, 0.387852, 1.889439], [-0.307576, 0.385707, 2.336852], [-1.177554, -0.485631, 1.333345], [-2.212152, -1.826385, -1.786036], [-1.663440, -1.989371, -1.004053], [-3.074248, -1.422629, -1.242268], [-0.606879, 0.318582, -2.466323], [-1.012237, 0.816279, -1.717813], [-1.081515, -0.545061, -2.455110], [-1.008617, -2.041232, 0.606184], [0.026424, -1.934383, 0.403227], [-0.957114, -2.688572, 1.453357], [1.507120, -1.559908, 0.519424], [1.745715, -0.868338, -0.188830], [1.528882, -1.038312, 1.386197], [1.679375, 0.256268, -1.536253], [2.454266, 0.293621, -2.186931], [0.764025, 0.254454, -1.964697], [1.538171, 2.080677, 0.546310], [0.629648, 2.508412, 0.395283], [1.617321, 1.523466, -0.332625], [-1.088441, 2.062281, -0.250557], [-1.387041, 1.696613, 0.641100], [-1.656102, 2.875519, -0.398397], [1.404531, 0.235592, 2.328913], [2.135863, 0.285119, 3.030891], [1.522265, 1.023279, 1.701660]], "atomic_forces_ev_per_a": [[1.5293, -1.4632, -0.3278], [-1.8806, 0.0716, -0.8260], [-0.2782, 1.6747, 1.1829], [-3.7055, 1.8207, 1.9685], [0.2421, -0.4910, 0.3219], [3.2666, -1.5517, -2.4619], [-0.8168, -0.0008, 0.3787], [0.1928, -0.0861, -0.4583], [-0.0685, 0.3493, 0.0077], [1.6838, -2.2857, 2.8372], [-1.0697, 0.0662, 0.4390], [-0.4317, 2.1837, -3.0821], [0.4994, 1.0806, -0.4278], [-0.4579, -1.1991, 0.9347], [0.0364, -0.4679, -1.2190], [2.5560, 0.2348, -0.5677], [-2.1031, -0.0779, 1.2309], [0.2614, -0.0928, -0.6020], [-1.2734, -0.1284, -2.2204], [1.5966, -0.9329, 0.3345], [0.0311, 1.0086, 1.8403], [-1.6824, 1.5486, 0.5962], [0.5333, -0.2209, -0.7499], [0.9652, -1.4499, 0.1519], [2.0362, 0.4663, 2.2620], [-1.6937, 0.0304, -1.5640], [0.0312, -0.0875, 0.0208]]}